C12H25AlBBr2Ca2F3N4O10S3 | the ωB97M-V functional and the def2-TZVPD basis

ORCA input file:
```
! wB97M-V def2-TZVPD RIJCOSX def2/J DEFGRID3
* xyz 2 1
N 3.6551 -0.8809 0.4953
C 2.8818 0.1426 0.9049
N 2.6445 0.7105 2.1815
C 1.7141 1.7852 1.9676
N 1.4592 1.7699 0.5696
C 0.5677 2.6089 -0.2857
C -0.6698 1.6650 -0.7152
C -1.7082 1.4905 0.5248
S -2.5331 -0.1795 0.2628
N 2.1362 0.8339 -0.1104
H 3.2833 -1.8461 0.5283
H 4.5778 -0.7281 0.0759
H 1.2463 2.5295 2.6952
H 1.1164 3.0470 -1.1914
H 0.2337 3.5007 0.3482
H -0.3271 0.5977 -0.9585
H -1.1939 2.0427 -1.6538
H -1.0929 1.4701 1.4840
H -2.4503 2.3432 0.4710
H -1.5650 -1.1145 0.6501
H 2.0751 0.6674 -1.1220
C -2.3923 -2.4933 4.2161
S -1.9564 -3.8937 3.1529
O -1.0650 -3.3775 2.0820
C -3.5957 -4.1023 2.4451
H -1.4911 -2.1639 4.7360
H -2.7793 -1.6688 3.6158
H -3.1435 -2.8093 4.9499
H -3.9079 -3.1798 1.9521
H -4.3043 -4.3666 3.2327
H -3.5547 -4.9094 1.7111
C 4.8121 5.5303 -2.0516
C 3.5591 5.2983 -2.8659
C 2.3853 6.0721 -2.2938
O 3.2497 3.8814 -2.8878
H 4.6802 5.1894 -1.0198
H 5.6651 4.9590 -2.4694
H 5.0761 6.5992 -2.0373
H 3.7284 5.6052 -3.8863
H 2.1589 5.7561 -1.2674
H 1.4825 5.8917 -2.8852
H 2.5943 7.1462 -2.2874
H 3.0953 3.5948 -1.9657
Br 3.5345 3.8383 -4.8005
F 4.6677 8.3518 -1.2879
Ca -0.6181 -3.2306 6.0687
B -6.4057 -4.8025 -0.4522
O -6.8506 -5.3942 -1.7243
C -6.9258 -6.7124 -1.5490
O -7.2613 -7.4947 -2.3996
C -6.5362 -7.0455 -0.1672
O -6.4954 -8.1474 0.3160
O -6.2277 -5.9261 0.4863
F -7.3920 -3.9001 0.0455
F -5.1585 -4.1154 -0.6326
Al 7.0518 4.4050 -3.4100
Br 1.3370 -1.1477 4.0126
O 2.6748 -3.8593 -0.3617
S 2.5240 -3.5701 -1.7970
O 3.8527 -3.3849 -2.3976
O 1.7296 -2.3415 -1.9643
O 1.8436 -4.6857 -2.4679
Ca 0.4775 4.1811 3.3867
*
```

* orbital gap: 1.33 eV
* E_tot: -264144.6866 eV
* LUMO energy: -9.81 eV
* energy relative to the best compared isomer or geometry (same formula, charge and spin): 61.0 kcal/mol
* HOMO level: -11.1 eV

Results of the natural (NBO) charge analysis, in e, for atoms 1 through 6:
1. N -0.89
2. C 0.60
3. N -0.37
4. C 0.23
5. N -0.14
6. C -0.25



C12H25AuClI2NP2 | the ωB97M-V functional and the def2-TZVPD basis

ORCA input file:
```
! wB97M-V def2-TZVPD RIJCOSX def2/J DEFGRID3
* xyz 2 3
I 0.5464 -2.0083 -1.4736
I -1.3598 2.1228 -0.1110
Au -1.0837 0.1145 -2.1557
P 0.9828 1.2203 -2.7066
C 2.2761 1.3526 -1.4455
C 1.9088 0.3984 -4.0449
H 2.7137 1.0581 -4.4024
H 1.7198 3.3599 -3.5940
H 1.2263 0.1527 -4.8667
H -0.0481 3.0926 -3.8433
H 2.6571 0.3642 -1.1837
H 2.3362 -0.5357 -3.6542
C 0.7886 2.9821 -3.1433
H 3.0969 1.9506 -1.8595
H 0.5570 3.5474 -2.2288
H 1.8929 1.8438 -0.5497
P -2.8306 -0.9850 -0.9188
C -2.5416 -1.4129 0.8196
C -4.3649 -0.0129 -0.7467
H -3.3838 -2.5434 -2.6866
H -4.1916 -2.9870 -1.1373
H -2.4397 -3.3202 -1.3894
C -3.2619 -2.6215 -1.5996
H -4.6281 0.4284 -1.7145
H -5.1787 -0.6596 -0.3848
H -3.3473 -2.0832 1.1420
H -2.5675 -0.5117 1.4354
H -4.1843 0.7999 -0.0290
H -1.5844 -1.9193 0.9510
Cl -2.2485 0.4253 -4.2283
N 0.8736 -0.1415 1.6847
C 1.4840 -0.2098 2.8819
C 0.7381 -0.5845 4.0400
C 1.3880 -0.6884 5.2653
C 2.7431 -0.3400 5.3683
C 3.4811 0.0616 4.2408
C 2.8715 0.0921 2.9911
H -0.1268 0.0047 1.6178
H 1.3890 -0.2718 0.8205
H -0.3231 -0.8320 3.9315
H 0.8292 -1.0343 6.1407
H 3.2359 -0.3952 6.3395
H 4.5297 0.3493 4.3367
H 3.4287 0.3770 2.0912
*
```

* orbital gap (spin up / spin down): 6.75 / 5.16 eV
* E_tot: -65319.4856 eV
* LUMO energy (spin up / spin down): -8.54 / -10.11 eV
* energy relative to the best compared isomer or geometry (same formula, charge and spin): 10.1 kcal/mol
* <S²>: 2.08
* HOMO level (spin up / spin down): -15.3 / -15.3 eV

Results of the natural (NBO) charge analysis, in e, for atoms 1 through 6:
1. I -0.21
2. I -0.10
3. Au 0.79
4. P 1.03
5. C -0.98
6. C -0.96



C12H25AuN4O | the ωB97M-V functional and the def2-TZVPD basis

ORCA input file:
```
! wB97M-V def2-TZVPD RIJCOSX def2/J DEFGRID3
* xyz 2 1
Au -0.4272 -0.1783 -0.5459
C -1.3032 -0.1690 4.3649
N -2.0502 -0.3353 3.1186
C -3.4829 -0.0225 3.2196
C -4.2643 -0.3919 1.9706
C -3.4443 -0.0261 0.7437
N -2.1509 -0.7522 0.7455
C -2.3371 -2.2123 0.4951
C -1.3950 -0.5713 1.9934
O -0.1692 -0.6587 1.8773
H -1.4388 0.8436 4.7463
H -0.2511 -0.3520 4.1830
H -1.6779 -0.8759 5.1038
H -3.5710 1.0523 3.4039
H -3.8783 -0.5376 4.0941
H -5.2006 0.1633 1.9571
H -4.5235 -1.4494 1.9679
H -3.2275 1.0436 0.7491
H -3.9691 -0.2644 -0.1794
H -2.7871 -2.3423 -0.4864
H -2.9815 -2.6734 1.2424
H -1.3695 -2.7076 0.5180
C 3.9036 0.1723 -1.3269
C 2.5241 -0.2265 -0.7550
N 1.4388 0.3254 -1.6034
C 1.5321 -0.2646 -2.9569
C 2.9158 0.0420 -3.5783
N 3.6791 0.8971 -2.6167
C 2.9285 2.1661 -2.3640
C 1.5843 1.7965 -1.6922
H 4.5292 -0.6968 -1.5198
H 4.4443 0.8377 -0.6569
H 2.4001 0.1436 0.2607
H 2.4164 -1.3088 -0.7206
H 0.7313 0.1414 -3.5708
H 1.3792 -1.3384 -2.8794
H 2.8236 0.5855 -4.5162
H 3.4872 -0.8649 -3.7659
H 4.5853 1.1229 -3.0287
H 2.7826 2.6726 -3.3159
H 3.5339 2.8077 -1.7274
H 0.7502 2.1988 -2.2623
H 1.5305 2.2079 -0.6863
*
```

* orbital gap: 9.22 eV
* E_tot: -24535.2277 eV
* LUMO energy: -5.80 eV
* HOMO level: -15.0 eV

Results of the natural (NBO) charge analysis, in e, for atoms 1 through 6:
1. Au 0.67
2. C -0.42
3. N -0.40
4. C -0.21
5. C -0.44
6. C -0.22



C12H25BF10N3O4PdS2Si2 | the ωB97M-V functional and the def2-TZVPD basis

ORCA input file:
```
! wB97M-V def2-TZVPD RIJCOSX def2/J DEFGRID3
* xyz 1 5
Pd -0.1744 0.8498 0.3032
F -4.5024 0.1159 2.9958
C -4.4784 1.1962 2.2298
F -5.6267 1.3348 1.5983
F -4.2225 2.2636 2.9597
S -3.1417 0.9516 0.9770
O -3.4611 -0.1940 0.1821
O -1.8855 0.8326 1.7490
N -3.2101 2.3517 0.2341
S -1.9577 2.6651 -0.6516
O -0.7537 3.0031 0.1388
O -1.6477 1.6329 -1.6237
C -2.4737 4.2063 -1.5337
F -3.5114 3.9230 -2.2943
F -1.4511 4.5939 -2.2693
F -2.7852 5.1345 -0.6512
C 1.5211 4.0799 3.3521
N 2.2141 3.0022 2.6360
C 3.6224 3.1987 2.2581
C 1.5827 1.9317 2.3134
N 1.0184 0.9318 2.0737
H 1.5483 4.9840 2.7459
H 2.0193 4.2609 4.3033
H 0.4881 3.7941 3.5296
H 3.6969 4.0831 1.6279
H 3.9702 2.3388 1.6984
H 4.2150 3.3340 3.1617
F 3.4804 0.1775 -1.2709
B 2.5515 1.1757 -1.4379
F 2.5276 1.7361 -2.6726
F 2.5569 2.1004 -0.3977
F 1.1921 0.4741 -1.2729
C 0.5488 -4.7364 0.2505
Si 0.5453 -2.9159 0.6085
C -0.5185 -2.4675 2.0948
C 2.2252 -2.1525 0.6696
C -0.6379 -1.9934 -0.6514
Si -0.1110 -2.3922 -2.5456
C -1.0463 -3.9649 -2.8801
C 1.7162 -2.5217 -2.7747
C -0.8802 -0.8787 -3.3053
H 0.9960 -5.2632 1.0978
H 1.1470 -4.9796 -0.6278
H -0.4596 -5.1282 0.1132
H 0.0684 -2.7969 2.9610
H -1.4695 -2.9984 2.0822
H -0.7007 -1.3992 2.2075
H 2.7678 -2.6614 1.4741
H 2.1990 -1.0900 0.9167
H 2.8020 -2.2639 -0.2486
H -1.6202 -1.5655 -0.4469
H -0.5607 -4.8421 -2.4546
H -1.0828 -4.0975 -3.9667
H -2.0754 -3.9168 -2.5217
H 2.1606 -3.3532 -2.2246
H 2.2306 -1.5984 -2.5047
H 1.9030 -2.7187 -3.8352
H -1.9128 -0.7149 -3.0020
H -0.8659 -1.0623 -4.3873
H -0.2902 0.0096 -3.0910
*
```

* orbital gap (spin up / spin down): 10.97 / 6.32 eV
* E_tot: -94261.6479 eV
* LUMO energy (spin up / spin down): -1.98 / -6.91 eV
* <S²>: 6.01
* HOMO level (spin up / spin down): -13.0 / -13.2 eV

Results of the Löwdin charge analysis, in e, for atoms 1 through 6:
1. Pd 1.14
2. F 0.17
3. C -0.70
4. F 0.18
5. F 0.18
6. S 0.64



C12H25BIN4O3 | the ωB97M-V functional and the def2-TZVPD basis

ORCA input file:
```
! wB97M-V def2-TZVPD RIJCOSX def2/J DEFGRID3
* xyz 1 1
C 2.5840 -2.9080 0.5069
C 2.8324 -3.7318 -0.7402
O 2.7336 -2.9228 -1.9307
B 1.6302 -2.2730 -2.3160
O 0.5531 -2.8868 -2.8435
C 1.6902 -0.6590 -2.2030
N 2.4964 0.1141 -2.9487
N 2.3836 1.3493 -2.5468
N 1.5309 1.3918 -1.5745
C 1.2034 2.6085 -0.8280
I -0.7415 3.2666 -1.3952
C 1.4252 2.4849 0.6815
C 2.1292 3.7165 1.2633
N 1.0776 0.1574 -1.3536
O 0.2852 -0.1087 -0.3009
C -1.0939 -0.4884 -0.6761
C -1.8514 -0.6044 0.6328
C -3.0046 -1.6151 0.4741
C -2.2907 0.7659 1.1862
C -3.4590 1.3773 0.3922
C -2.5656 0.6656 2.6998
H 3.1200 -1.9579 0.4445
H 2.9553 -3.4453 1.3808
H 1.5208 -2.7065 0.6675
H 2.1246 -4.5601 -0.8255
H 3.8339 -4.1551 -0.7439
H -0.1845 -2.3466 -3.1462
H 1.8814 3.3293 -1.2790
H 2.0182 1.5851 0.8679
H 0.4680 2.3254 1.1763
H 2.7682 3.4295 2.0969
H 1.4135 4.4483 1.6367
H 2.7664 4.2049 0.5237
H -1.4916 0.2691 -1.3561
H -1.0409 -1.4565 -1.1770
H -1.1351 -1.0312 1.3439
H -2.7262 -2.5960 0.8596
H -3.3070 -1.7450 -0.5682
H -3.8919 -1.2889 1.0159
H -1.4357 1.4384 1.0441
H -4.1070 1.9733 1.0344
H -3.1041 2.0421 -0.3989
H -4.0902 0.6213 -0.0782
H -3.5539 1.0440 2.9610
H -1.8383 1.2413 3.2743
H -2.5124 -0.3627 3.0658
*
```

* structure (SMILES): CCOB(O)c1nnn([C@@H](I)CC)[n+]1OC[C@H](C)C(C)C
* orbital gap: 9.24 eV
* E_tot: -33721.7500 eV
* LUMO energy: -4.06 eV
* HOMO level: -13.3 eV

Results of the natural (NBO) charge analysis, in e, for atoms 1 through 6:
1. C -0.65
2. C -0.05
3. O -0.71
4. B 1.13
5. O -0.84
6. C 0.08



Copy entry 1 word for word.
C12H25AlBBr2Ca2F3N4O10S3 | the ωB97M-V functional and the def2-TZVPD basis

ORCA input file:
```
! wB97M-V def2-TZVPD RIJCOSX def2/J DEFGRID3
* xyz 2 1
N 3.6551 -0.8809 0.4953
C 2.8818 0.1426 0.9049
N 2.6445 0.7105 2.1815
C 1.7141 1.7852 1.9676
N 1.4592 1.7699 0.5696
C 0.5677 2.6089 -0.2857
C -0.6698 1.6650 -0.7152
C -1.7082 1.4905 0.5248
S -2.5331 -0.1795 0.2628
N 2.1362 0.8339 -0.1104
H 3.2833 -1.8461 0.5283
H 4.5778 -0.7281 0.0759
H 1.2463 2.5295 2.6952
H 1.1164 3.0470 -1.1914
H 0.2337 3.5007 0.3482
H -0.3271 0.5977 -0.9585
H -1.1939 2.0427 -1.6538
H -1.0929 1.4701 1.4840
H -2.4503 2.3432 0.4710
H -1.5650 -1.1145 0.6501
H 2.0751 0.6674 -1.1220
C -2.3923 -2.4933 4.2161
S -1.9564 -3.8937 3.1529
O -1.0650 -3.3775 2.0820
C -3.5957 -4.1023 2.4451
H -1.4911 -2.1639 4.7360
H -2.7793 -1.6688 3.6158
H -3.1435 -2.8093 4.9499
H -3.9079 -3.1798 1.9521
H -4.3043 -4.3666 3.2327
H -3.5547 -4.9094 1.7111
C 4.8121 5.5303 -2.0516
C 3.5591 5.2983 -2.8659
C 2.3853 6.0721 -2.2938
O 3.2497 3.8814 -2.8878
H 4.6802 5.1894 -1.0198
H 5.6651 4.9590 -2.4694
H 5.0761 6.5992 -2.0373
H 3.7284 5.6052 -3.8863
H 2.1589 5.7561 -1.2674
H 1.4825 5.8917 -2.8852
H 2.5943 7.1462 -2.2874
H 3.0953 3.5948 -1.9657
Br 3.5345 3.8383 -4.8005
F 4.6677 8.3518 -1.2879
Ca -0.6181 -3.2306 6.0687
B -6.4057 -4.8025 -0.4522
O -6.8506 -5.3942 -1.7243
C -6.9258 -6.7124 -1.5490
O -7.2613 -7.4947 -2.3996
C -6.5362 -7.0455 -0.1672
O -6.4954 -8.1474 0.3160
O -6.2277 -5.9261 0.4863
F -7.3920 -3.9001 0.0455
F -5.1585 -4.1154 -0.6326
Al 7.0518 4.4050 -3.4100
Br 1.3370 -1.1477 4.0126
O 2.6748 -3.8593 -0.3617
S 2.5240 -3.5701 -1.7970
O 3.8527 -3.3849 -2.3976
O 1.7296 -2.3415 -1.9643
O 1.8436 -4.6857 -2.4679
Ca 0.4775 4.1811 3.3867
*
```

* orbital gap: 1.33 eV
* E_tot: -264144.6866 eV
* LUMO energy: -9.81 eV
* energy relative to the best compared isomer or geometry (same formula, charge and spin): 61.0 kcal/mol
* HOMO level: -11.1 eV

Results of the natural (NBO) charge analysis, in e, for atoms 1 through 6:
1. N -0.89
2. C 0.60
3. N -0.37
4. C 0.23
5. N -0.14
6. C -0.25